[1]
Computed, not measured: an isolated ion of composition C22H31N4O3S and charge +1, with ωB97M-V/def2-TZVPD.

Results
Total charge = +1
ΔE to the lowest compared entry with this formula, charge and spin = 1809.3 kJ/mol
Highest occupied orbital energy = -10.87 eV
SMILES = Cc1ccc(S(=O)(=O)[NH+](C)C)cc1NC(=O)CN1CCN(Cc2ccccc2)CC1
Calculated total energy = -46230.6380 eV
Orbital gap = 6.765 eV
Lowest unoccupied orbital energy = -4.10 eV

Element x y z (Å)
C 4.7641 1.8354 -0.3011
H 2.1160 -2.3607 1.4031
H 2.5479 2.4816 2.1240
O 2.4614 0.0171 2.2749
H 2.1795 -1.3603 -3.4174
H -1.1825 0.5148 1.3083
H -5.1215 0.6644 0.4453
C 2.0968 -0.7723 -2.6004
C -2.5373 -1.9614 1.8916
H -1.7845 0.9113 -1.7693
C 0.8422 -0.2646 -2.5576
H -2.4768 2.4997 1.9683
C -1.3417 -2.9413 -0.3689
H 0.1055 -1.8013 2.6973
H -2.3146 -1.8689 2.9511
C -1.2297 2.2012 -0.6117
H 4.2044 1.8920 -1.1624
H -0.4475 0.7943 -4.0554
C -1.3302 -2.4363 1.2877
H 1.9149 -3.6157 -0.8678
H 4.7560 1.6751 1.9911
H -4.0382 -1.4484 -0.3606
C -2.2070 0.1865 1.9770
N 4.1177 1.5046 1.0588
H -4.3750 0.9215 -1.1434
H -1.0524 -0.9268 -3.6133
H -2.5140 -0.6541 -0.3018
C -3.0629 1.6992 1.8619
H -2.9777 2.5601 -1.3266
C 1.0613 -3.4495 -0.2359
H 3.5345 3.6685 1.3671
H -2.7362 3.7942 -0.0109
H -0.2367 -3.9498 -1.7345
C 2.8418 -0.8637 -1.5035
C 3.1683 2.4970 1.3420
H 3.7357 -1.3543 -1.5631
H 2.1724 2.7634 0.5494
C -0.0921 -2.2779 1.7732
H 0.4406 -0.8204 -4.2863
C 2.3477 -0.3918 -0.4857
H 5.4347 2.6488 -0.1330
C -2.6855 2.8360 -0.4648
C -4.1386 0.5101 -0.2366
H 5.4803 0.8670 -0.3046
C 1.1733 -2.4759 0.9657
C 1.0307 0.2990 -0.2053
H -3.3547 -2.8669 1.6235
O 4.6424 -1.0041 1.0505
N -0.9569 1.1130 -1.4586
N -3.5840 1.9554 0.2826
C 0.1808 0.2843 -1.2191
H -2.0516 0.1602 3.0646
S 3.2442 -0.3167 1.1646
N -3.1240 -0.7964 1.6061
H -4.0448 1.6924 2.5294
C -3.4149 -0.6447 -0.0445
H 0.6644 0.7672 0.7071
H -2.3282 -3.4565 -0.5802
C -0.1084 -3.4699 -0.8094
C -0.1509 -0.3059 -3.6684
O -0.2588 2.6411 0.1357

[2]
Computed, not measured: a 2-piece molecular cluster, C22H31NO3 overall, with ωB97M-V/def2-TZVPD.

Results
ΔE to the lowest compared entry with this formula, charge and spin = 61.8 kJ/mol
Highest occupied orbital energy = -9.50 eV
SMILES = CCCCCCCCCC1=CC(=O)c2ccccc2C1=O.CNC(C)=O
Calculated total energy = -30949.4716 eV
Orbital gap = 8.733 eV
Lowest unoccupied orbital energy = -0.76 eV

Element x y z (Å)
H -9.3071 -1.6863 2.3126
H 7.5899 -2.1734 1.6176
H 4.6341 1.2685 -2.7375
H 8.1549 -1.6835 0.0059
H 4.3087 -0.8875 -1.7538
C 1.1327 1.8492 1.0518
C -3.7658 0.0619 -1.4454
N -8.4422 -0.4351 0.8889
C 5.5926 -0.7016 -0.0066
H -5.1980 0.3621 1.1017
C 7.4880 -2.3625 0.5428
C 6.0066 -2.1956 0.1652
O -6.9335 0.0730 -0.6877
H 1.1871 1.8135 2.1464
H -9.7367 0.0293 2.4537
H -5.9987 -0.8465 2.1159
C -8.9243 -0.6669 2.2378
H 1.1825 2.9082 0.7902
H 4.9436 1.8192 0.2687
C -3.8655 -1.2137 -1.9592
C -2.5621 1.7268 -0.0776
H -1.0439 -2.5844 -0.7359
H 7.8145 -3.3956 0.3923
H 5.8192 -2.7468 -0.7621
H -3.0227 -3.1349 -2.0787
H 2.6081 2.9346 -0.7516
H -8.1368 -0.5299 2.9705
H -9.0913 -0.5347 0.1248
C -2.8932 -2.1365 -1.6746
C -1.6735 -0.5642 -0.3951
H 6.4436 -0.1112 0.3527
H 5.3974 -2.6302 0.9619
H -1.0181 3.2357 0.4336
H 6.2091 1.4694 -1.9926
C -0.2031 1.3122 0.5933
C -1.1945 2.1680 0.3366
C 2.9750 1.9036 -0.7516
H -6.4313 0.8792 2.2575
H 3.1488 1.1694 1.2299
C -1.7991 -1.8262 -0.9101
C 4.5208 1.9870 -0.7241
H 4.7917 3.0182 -0.9863
H 2.6173 1.4428 -1.6787
C 2.3701 1.1340 0.4596
H 2.2089 0.0787 0.2388
O 0.1656 -0.9976 1.0266
H -4.7325 -1.4586 -2.5605
H 4.7388 -0.5210 0.6519
C -6.1397 0.0863 1.5675
C -0.5007 -0.1484 0.4493
C 5.2404 -0.3903 -1.4603
C -2.6792 0.3515 -0.6670
C -7.1876 -0.0883 0.4949
C 5.1893 1.1141 -1.8058
H -4.5085 0.8224 -1.6483
H 6.0300 -0.8314 -2.0837
O -3.5196 2.4638 0.0941

[3]
Computed, not measured: C22H32B2CaF8O18 as an isolated structure, with ωB97M-V/def2-TZVPD.

Results
Highest occupied orbital energy = -10.39 eV
Calculated total energy = -101738.8877 eV
Orbital gap = 9.883 eV
Lowest unoccupied orbital energy = -0.51 eV

Element x y z (Å)
C -4.7880 -2.4513 -2.3681
O 1.1155 0.5520 4.7356
H -0.6663 -6.1003 -0.3968
H -2.3366 5.7705 -1.5448
H -3.6358 -1.2477 2.4001
H -0.3163 3.8699 2.9281
O 0.3048 -4.6645 -1.5732
F -1.5080 2.0092 -0.5736
H 3.0649 2.5926 0.9586
H -3.5317 -5.4129 -3.6720
C -1.3454 5.5664 -1.9569
O -2.7645 -2.9168 -3.3605
H -0.6554 4.3242 -0.3305
C -4.1285 -4.8681 -2.9394
O -3.0018 -3.2412 2.0835
O -2.9040 -4.6578 0.3376
H -5.7788 -2.1155 -2.6616
H -0.2875 3.0997 1.3879
C -4.1299 -3.4127 -3.3547
C 1.0388 -5.0326 0.5922
O 4.6136 3.8983 0.5875
C 5.0151 1.5991 0.7855
H -4.8317 -2.8607 -1.3579
O 6.4581 4.5840 1.6704
O -2.2187 -2.5401 0.1382
C 1.1524 1.9149 4.2662
H -1.4460 2.5971 2.6149
H 1.3701 1.7853 2.1236
O 1.7317 6.0678 -0.2544
H 3.7301 2.5280 -0.6990
F 0.7753 2.2507 -0.4887
C 0.5599 1.8113 2.8532
C -2.7214 -3.5769 0.8222
F 2.6237 -0.7397 -1.2416
H -0.2652 -4.7077 2.2749
O 6.1255 2.4007 1.2389
H 5.3295 0.9215 0.0028
O -1.7337 -1.0250 -2.7719
H 2.1155 -5.1984 0.5450
C 0.3470 -0.1898 3.9273
H -2.1831 -1.7361 3.2140
H -1.0770 6.4981 -2.4614
H 0.9377 -6.5139 -1.0053
C -2.7320 -1.8467 2.2785
F 2.4084 0.9710 -2.6999
C 0.7961 6.7597 0.4219
C -1.8700 -1.4904 1.0746
O -3.9158 -1.3034 -2.3919
C 0.4768 -3.4943 -0.9762
B 3.2385 -0.1409 -2.3599
F 3.0502 -1.0452 -3.4370
H 0.5669 2.5331 4.9424
H -3.6647 -4.9871 -1.9608
C 0.3354 -5.7159 -0.5737
F -0.2322 1.5842 -2.4640
C 0.5442 -5.3745 1.9845
O 0.0440 -1.3264 4.1182
O 0.7902 -3.6298 0.3139
F -0.0514 0.1548 -0.7571
C 3.9672 2.6486 0.3559
H -4.5356 -3.2770 -4.3582
H -1.4354 4.7461 -2.6682
C -2.7306 -1.6905 -2.8531
H -0.8143 -1.5177 1.3262
H -2.1346 -0.5365 0.6304
C -0.3842 5.2369 -0.8522
C 5.8013 3.7046 1.2213
C -0.4097 2.8930 2.4457
C 1.1053 5.2274 -1.2119
O -0.0976 0.5381 2.8735
H 2.1941 2.2196 4.2280
O 1.0038 7.6598 1.1703
O 0.4215 -2.4281 -1.5239
Ca 0.6177 -0.5453 -2.8561
H 0.1008 -6.3727 2.0076
H -5.1482 -5.2480 -2.9282
H 1.5158 4.2250 -1.2229
F 4.5366 0.2177 -2.1345
O -0.4430 6.2857 0.1575
H 1.3101 -5.3075 2.7514
H 1.2561 5.6433 -2.2140
B -0.3027 1.5298 -1.0062
H 4.6673 1.0684 1.6721

[4]
Computed, not measured: one molecule with the formula C22H32BrF3INO2, with ωB97M-V/def2-TZVPD.

Results
Highest occupied orbital energy = -9.48 eV
SMILES = C#CCCC[C@]1(CC(=O)Br)NC(=O)[C@](C)(CCCI)[C@@]1(CCCC)CCC(F)(F)F
Calculated total energy = -115209.5526 eV
Orbital gap = 9.713 eV
Lowest unoccupied orbital energy = 0.23 eV

Element x y z (Å)
H 2.8555 0.8276 0.5363
H -0.4561 2.4521 -1.4748
C 1.7050 2.7394 -2.9603
H -0.0105 0.2197 -3.0553
C 2.2584 -1.8008 0.1713
H -1.9174 -1.0504 -4.9664
H 0.1379 -2.0030 0.7388
C 0.7084 0.1969 1.1358
F 0.8753 3.8396 -2.9977
H -0.1968 -2.2092 -3.9085
C 2.1558 0.7963 1.4249
H -3.0356 -0.8966 2.7456
C 3.3661 -3.3337 2.0095
H -1.6733 -1.4765 1.7168
H 2.5554 -1.0050 -0.5843
H 1.0371 -0.9676 -2.0893
H -1.2552 -1.1507 -0.6009
O -1.4136 2.0368 3.3177
H 1.2396 -1.7016 2.1458
C 3.5756 -2.2022 0.9513
C -2.7751 0.4130 0.9741
H 0.5623 2.9559 0.0266
H 2.5292 2.4985 -0.9743
C -2.6945 -1.0160 1.6667
C -2.0149 2.7574 0.7100
H 0.5734 0.1482 3.3028
C 2.2348 2.2174 2.0943
C -0.2006 0.8080 -0.0545
C -2.1201 -1.1627 -3.8530
C -3.7445 -2.0587 1.0280
N 0.0312 0.3072 2.4540
H -1.7644 0.3784 -1.5208
F 1.5292 1.8783 -4.0416
H 4.3030 -2.6048 0.1732
H -2.3918 -0.1339 -3.4841
H -2.9066 2.9875 1.3475
Br 1.8248 2.6020 4.0012
H 3.2881 -4.3864 4.0788
H 2.6576 0.0809 2.1567
C 0.3437 2.1536 -0.7427
C -1.4440 1.2657 0.9013
C -0.8837 -0.1878 -1.0777
H 4.1126 -1.3078 1.4011
C 3.2663 -3.9481 3.0503
H -2.2572 2.9041 -0.3937
C -0.8541 -1.7928 -3.0809
H -1.2446 3.5534 0.9701
C -0.0138 -0.6522 -2.3223
I -5.1243 -2.8697 2.5153
H -3.5262 0.9898 1.6054
H 2.0581 0.9149 -1.6595
F 3.0118 3.2534 -3.1280
H 1.9307 -2.6876 -0.4627
H -4.3596 -1.5942 0.2099
H -3.1843 -2.9350 0.6018
C 1.6980 1.9850 -1.5581
H -3.0431 -1.8076 -3.7632
O 2.6154 3.1763 1.4676
C 1.0182 -1.3947 1.0789
H -3.3159 0.2774 -0.0196
C -0.9921 1.3066 2.4476
H -1.2444 -2.5839 -2.3827

[5]
Computed, not measured: C22H32Cl6F12O8 as an isolated structure, with ωB97M-V/def2-TZVPD.

Results
ΔE to the lowest compared entry with this formula, charge and spin = 1359.5 kJ/mol
Highest occupied orbital energy = -8.84 eV
Calculated total energy = -147445.6710 eV
Orbital gap = 9.143 eV
Lowest unoccupied orbital energy = 0.30 eV

Element x y z (Å)
H -2.5841 3.8893 5.5143
C -0.6465 0.8370 0.2932
C 1.3481 -3.7124 -0.7331
H 2.8396 -0.6614 -3.2024
H -1.6723 1.5603 6.2761
H -4.3460 1.5046 -1.1389
C -1.5488 -1.7791 -2.4762
H -4.1317 -2.3688 -0.5699
F 3.3930 3.1783 -1.2508
H -1.5237 1.3588 -0.0892
C 5.4719 -0.9134 -1.6627
O 1.6444 -1.5166 -1.8124
C 4.8185 1.3705 -1.1175
C -2.3974 1.7051 5.4752
F -0.4367 -1.7886 -1.7032
H -1.6143 -1.4027 3.5334
C -2.2163 3.1283 4.8261
H -1.9630 -1.9279 1.6852
Cl 0.9777 -2.0596 2.3264
Cl -0.3973 -1.7803 5.4072
F 4.4170 2.9428 0.5780
C 1.8398 -0.5070 -2.7965
C 5.2873 -1.0039 -3.2594
H -3.4018 1.6348 5.8929
C 0.7777 3.3888 2.6819
H -0.1460 -0.1946 -3.3345
C 0.6506 0.9795 -0.4681
H -2.8638 3.1848 3.9511
H -2.2276 0.8882 4.7739
H -4.9707 0.5098 -3.9531
O 5.8502 1.8314 -1.5985
H 5.5613 -2.0385 -3.4658
F -2.4902 -2.6932 -2.0699
H -3.2419 -3.1444 1.7218
H -5.2500 0.0713 -1.2546
C -3.5283 -1.7793 0.1203
C 1.6655 -2.8695 -2.0056
F 1.5486 2.4317 2.2051
H 5.2086 -1.8287 -1.1326
F 1.5628 3.9663 3.6003
O -1.2142 1.9424 2.6008
O 1.8468 -3.3645 -3.1623
C -2.1806 -0.3741 -2.5214
O -3.4224 -0.4416 -3.0457
H -1.1706 0.0301 4.5631
H -5.9438 1.4368 -2.0145
F 2.9143 1.5413 0.2105
H 0.1621 0.1754 2.3210
Cl 1.3018 2.6053 -0.0600
H 6.1183 -0.4971 -3.7500
F 0.3128 -4.5702 -1.0438
C -2.6398 -2.5161 1.0655
C -4.9827 0.9558 -1.8328
F 0.4603 4.2579 1.7112
H 1.5567 0.3942 -0.3116
C -0.5228 2.7376 3.2318
C -0.8106 -0.8188 3.9819
H 0.4450 0.9885 -1.5385
C 3.8123 2.3028 -0.3800
H 6.5014 -0.6555 -1.4140
H 4.3175 -0.6565 -3.6158
H -3.6465 1.5340 -3.3738
C -4.2604 0.6639 -3.1408
F 2.5082 -4.3113 -0.3886
C 0.4083 -0.5415 3.1042
Cl -4.6957 -0.8948 1.0821
Cl -1.6499 -3.6360 0.0033
O -1.5142 0.5781 -2.0502
O 4.5674 -0.0068 -1.0813
O -0.8690 3.2731 4.3799
F 1.0180 -3.0595 0.3851
H 1.0834 0.6200 -4.3978
H -2.9755 -1.0384 -0.4572
F -1.2875 -2.0409 -3.7267
H -0.5851 1.1737 1.3281
Cl -1.0384 -0.8909 0.5327
H 1.2872 -0.2406 3.6744
H 1.9831 0.4377 -2.2720
H 0.7451 -1.1927 -4.4884
C 0.7949 -0.2924 -3.8759

[6]
Computed, not measured: C22H32F6N5O5S2Zn as an isolated structure, with ωB97M-V/def2-TZVPD.

Results
Total charge = -1
ΔE to the lowest compared entry with this formula, charge and spin = 80.0 kJ/mol
Highest occupied orbital energy = -5.17 eV
Calculated total energy = -127417.0315 eV
Orbital gap = 7.738 eV
Lowest unoccupied orbital energy = 2.57 eV

Element x y z (Å)
N -1.9961 1.8721 -1.6001
C -3.6076 -2.3002 -1.0104
C -3.4758 5.0803 -0.7188
C 0.1931 -0.0144 2.1957
C -3.9252 5.8063 0.3764
O 0.5939 2.5445 -0.5733
H 2.3527 -3.9982 1.5631
C -2.0591 3.7824 0.7054
H -1.7404 -0.8442 1.6731
C 1.7994 -4.5955 -0.4402
H 3.8985 -5.0024 -0.7793
C 0.6955 -1.3212 2.8089
C -3.4401 5.5183 1.6415
H 1.1891 -5.6755 -2.2280
S 2.2941 0.0093 -0.1260
H 1.8115 1.1342 3.0927
H 1.4865 -2.5434 -2.2106
H -1.3217 3.0075 0.8392
H 1.9195 -6.6867 -0.9871
C -1.3358 -0.0084 2.2407
C 1.9220 -4.8634 1.0577
H -5.1677 -0.9368 -1.8355
H -4.1133 -3.2377 -0.8505
N 0.7993 -3.5124 -0.5548
H -1.7307 0.9165 1.8128
C -2.5361 4.0663 -0.5709
H -4.6599 6.5894 0.2392
O 2.6376 -1.1647 0.6516
H -3.9755 1.6842 -2.1720
H 0.2650 -6.0795 -0.7733
H -1.5061 -2.7091 -0.3686
F 4.9723 0.0143 -0.3110
H -3.8620 5.3073 -1.7062
C -3.1078 -0.1939 -1.5175
C -2.0631 3.3121 -1.7974
C -2.5062 4.5031 1.8000
F 3.9744 -1.2071 -1.7923
O 0.5318 0.0954 0.8093
N -1.9602 -0.7644 -1.0387
H 3.1410 -4.0950 -2.0861
H -3.7847 6.0818 2.4994
H 1.7787 -1.3840 2.7864
F 4.0991 3.7450 -0.9356
H 1.0943 -2.7465 0.0466
H 2.5632 -5.7257 1.2445
C 3.8949 -0.0451 -1.1059
C -2.2611 -2.0331 -0.7364
O 1.4516 -0.0175 -1.3638
H -1.0701 3.6614 -2.0870
H 0.2843 1.1710 3.9947
C 0.7277 1.1736 2.9954
H -2.7563 3.5443 -2.6151
H 0.3582 -1.3733 3.8472
H 0.2602 -3.6262 -2.4758
F 4.0143 0.9371 -2.0086
Zn -0.4366 0.5771 -0.8855
C -4.1539 -1.1164 -1.5144
H 0.2887 -2.1772 2.2686
F 2.3210 4.9270 -1.2790
H 3.5200 -3.2878 -0.5614
H -2.1144 4.2718 2.7816
N 2.6510 1.4832 0.4830
H 0.9378 -5.0559 1.4862
F 2.6328 3.1266 -2.4123
C 3.1714 -4.2190 -1.0023
C 2.7938 3.6761 -1.2089
S 1.8661 2.7637 0.1149
H -1.6830 -0.0815 3.2738
C 1.2583 -5.8339 -1.1502
C -3.0718 1.1938 -1.8007
O 1.8824 3.7110 1.1895
N 0.6196 -2.9269 -1.8385
H 0.4760 2.1162 2.5111

[7]
Computed, not measured: C22H32FeGeN5O3S3 as an isolated structure, with ωB97M-V/def2-TZVPD.

Results
Total charge = -1
Spin multiplicity = 5
ΔE to the lowest compared entry with this formula, charge and spin = 0.0 kJ/mol
Highest occupied orbital energy (spin up / spin down) = -3.37 / -3.99 eV
Calculated total energy = -160332.9259 eV
Orbital gap (spin up / spin down) = 5.611 / 6.232 eV
Expectation value of S² = 6.0114
Lowest unoccupied orbital energy (spin up / spin down) = 2.25 / 2.24 eV

Element x y z (Å)
H -0.7059 3.2882 1.4894
O 2.2983 0.1373 -0.0458
S -1.0007 0.1523 2.6033
H -1.1563 2.5898 -5.4823
H -1.2177 -1.9625 0.4062
N -0.2108 0.7138 -2.2404
H 1.5082 -2.0192 -3.6538
H -2.0217 5.3155 1.3856
H 0.7528 5.1712 -1.8809
C 0.5395 5.3612 -0.8296
C -1.8246 1.8788 -3.5710
H -3.4463 1.2909 -1.4783
H 0.5174 -2.1734 0.6626
H -1.5097 4.7645 -0.9750
H 6.8304 2.7726 2.9798
H 1.1566 6.1907 -0.4731
H 2.1693 -1.4637 -2.0978
H -3.3436 2.6132 3.8096
C 5.7585 2.7935 3.1326
C -2.3877 1.1220 -1.2895
H 3.4212 4.0358 5.2400
S -3.9463 0.3619 3.1827
C -0.1437 4.2197 1.4117
N -2.9793 0.7741 0.8313
H 0.7428 -4.9668 -0.8963
H 5.3421 1.5905 1.3963
H -1.5792 -3.0921 -3.7060
C -0.0918 -4.6372 -1.5189
C -1.4356 1.2275 -2.4022
C 0.4001 1.5980 -4.3740
S 1.0281 3.8569 0.0589
C -2.5429 0.4594 2.0279
H -2.4987 -2.3108 -2.4108
H -0.5879 6.3335 1.4770
N 2.6630 1.5087 1.5471
H 1.6667 0.5053 -3.0158
O 1.3885 1.7830 1.6229
C -0.9996 5.4275 1.0226
H -1.0178 -4.9582 -1.0372
C 4.9369 2.1283 2.2393
C 5.2227 3.4875 4.2117
H 0.4188 4.3472 2.3336
H -1.3143 6.5189 -0.8510
O 0.3640 2.7852 -0.7562
H 1.1746 1.7350 -5.1162
C -0.2304 -1.7382 -0.0138
N 3.1594 0.6808 0.6971
C -3.4270 1.6568 4.3258
H -2.8386 2.2433 -3.6706
Ge -0.0641 -2.6561 -1.6851
H 1.9359 2.8254 3.6385
C -0.8874 2.0716 -4.5700
H -1.4521 -1.3461 -3.4592
H -2.4726 1.4017 4.7819
H -0.0156 -5.1354 -2.4884
C 3.8491 3.5072 4.3974
Fe 0.1597 0.4147 0.1172
C 0.6825 0.9194 -3.1964
C -0.9326 5.5594 -0.4980
C 1.6521 -2.2800 -2.6029
C 3.0082 2.8460 3.5134
H 2.2926 -3.1633 -2.5598
H 5.8746 4.0058 4.9032
H -4.1927 1.7362 5.0977
C 3.5599 2.1619 2.4382
N -1.9778 0.8494 -0.1107
C -1.5485 -2.3046 -2.9493